An isolated molecule of C15H22N2O4. Source: OMol25; level of theory: ωB97M-V with the def2-TZVPD basis set.

## Properties
Strongest force on any atom   0.39 eV/A
SMILES   O=C([C@H](CO)NC(=O)[C@H]1C[C@@]2(C1)C[C@]21CC1)N1CCCO1
LUMO   0.0237 Ha
Energy   -995.1191 Eh
Net charge   0

Bonds (Å) are listed after each position.
Cartesian coordinates (Å):
1 H 3.473 -4.397 -0.006  C21 1.084
2 C -0.231 3.110 0.586  O12 1.423, C23 1.522, H37 1.093, H42 1.094
3 H -3.963 2.818 -4.685  C6 1.089
4 H -3.602 4.326 -3.811  C6 1.093
5 C 1.581 -5.154 2.348  H24 1.082, C26 1.526, C31 1.476, H32 1.083
6 C -3.606 3.235 -3.745  H3 1.089, H4 1.093, C9 1.519, O19 1.431
7 N 0.442 0.985 -0.389  C16 1.357, H18 1.008, C23 1.446
8 H 4.492 -3.493 1.221  C21 1.084
9 C -4.382 2.757 -2.529  C6 1.519, C17 1.517, H20 1.090, H41 1.088
10 H -1.084 4.776 1.160  O12 0.961
11 C 2.362 -2.833 1.142  C21 1.517, C31 1.464, C34 1.525, C38 1.525
12 O -1.327 4.016 0.625  C2 1.423, H10 0.961
13 H -3.153 3.871 -1.126  C17 1.091
14 H 0.280 -2.633 0.518  C34 1.091
15 C -0.851 2.454 -1.750  C23 1.529, N30 1.368, O36 1.213
16 C 0.561 -0.009 0.527  N7 1.357, C22 1.507, O39 1.221
17 C -3.306 2.845 -1.463  C9 1.517, H13 1.091, N30 1.467, H40 1.087
18 H 1.109 1.095 -1.137  N7 1.008
19 O -2.262 2.779 -3.555  C6 1.431, N30 1.421
20 H -4.710 1.726 -2.656  C9 1.090
21 C 3.504 -3.802 0.900  H1 1.084, H8 1.084, C11 1.517, C31 1.484
22 C 1.701 -0.971 0.308  C16 1.507, H27 1.090, C34 1.556, C38 1.551
23 C -0.628 1.954 -0.322  C2 1.522, N7 1.446, C15 1.529, H33 1.089
24 H 1.864 -6.169 2.101  C5 1.082
25 H 1.925 -1.160 2.476  C38 1.091
26 C 2.437 -4.416 3.373  C5 1.526, H29 1.082, C31 1.476, H43 1.083
27 H 2.356 -0.640 -0.498  C22 1.090
28 H 1.370 -2.871 -0.876  C34 1.089
29 H 3.283 -4.949 3.790  C26 1.082
30 N -2.138 2.357 -2.204  C15 1.368, C17 1.467, O19 1.421
31 C 2.478 -4.054 1.943  C5 1.476, C11 1.464, C21 1.484, C26 1.476
32 H 0.515 -4.963 2.364  C5 1.083
33 H -1.510 1.464 0.085  C23 1.089
34 C 1.284 -2.460 0.130  C11 1.525, H14 1.091, C22 1.556, H28 1.089
35 H 3.507 -0.972 1.667  C38 1.089
36 O 0.099 2.748 -2.445  C15 1.213
37 H -0.006 2.708 1.577  C2 1.093
38 C 2.499 -1.377 1.574  C11 1.525, C22 1.551, H25 1.091, H35 1.089
39 O -0.221 -0.130 1.457  C16 1.221
40 H -3.492 2.212 -0.600  C17 1.087
41 H -5.243 3.384 -2.308  C9 1.088
42 H 0.663 3.587 0.172  C2 1.094
43 H 1.931 -3.751 4.061  C26 1.083

natural (NBO) population analysis, charges in e, atoms 1 to 4: H 0.21; C -0.06; H 0.20; H 0.17